Run A
{"formula": "C3H14NO2", "method": "ωB97M-V with the def2-TZVPD basis set", "elements": ["O", "O", "N", "C", "C", "C", "H", "H", "H", "H", "H", "H", "H", "H", "H", "H", "H", "H", "H", "H"], "positions_angstrom": [[-3.072, -1.336, 1.574], [1.856, -0.019, 2.341], [-0.260, -0.870, 0.557], [0.591, 0.092, -0.199], [0.368, 0.247, -1.727], [0.452, 1.658, -2.220], [-0.503, -0.333, -2.086], [-0.762, -1.379, -0.171], [-1.018, -0.490, 1.137], [2.604, 0.515, 2.634], [-3.889, -1.167, 1.101], [0.377, -1.364, 1.179], [-0.166, 2.459, -1.868], [-2.986, -2.124, 2.107], [1.646, -0.101, -0.072], [0.345, 1.595, -3.311], [0.461, 1.101, 0.203], [1.329, -0.204, 3.130], [1.468, 2.042, -2.078], [1.159, -0.321, -2.231]], "orbital_gap_ev": 12.007, "total_charge": 1, "homo_ev": -15.24}

Run B
{"formula": "C3H14NO2", "method": "ωB97M-V with the def2-TZVPD basis set", "elements": ["O", "O", "N", "C", "C", "C", "H", "H", "H", "H", "H", "H", "H", "H", "H", "H", "H", "H", "H", "H"], "positions_angstrom": [[1.138, 1.756, -2.323], [0.469, -2.770, 0.806], [0.364, 0.008, 0.284], [-1.933, -0.092, -0.629], [1.211, 0.592, 1.406], [-1.094, 0.476, 0.489], [1.686, -0.193, 1.979], [1.982, 1.199, 0.935], [0.247, -1.021, 0.358], [1.197, -3.031, 1.401], [-1.607, 0.116, -1.644], [0.335, -3.569, 0.292], [0.810, 1.597, -3.186], [-1.427, 0.142, 1.465], [0.569, 1.273, 1.941], [0.601, 0.261, -0.675], [-2.032, -1.174, -0.482], [1.474, 2.657, -2.340], [-2.975, 0.212, -0.531], [-1.016, 1.562, 0.454]], "orbital_gap_ev": 12.807, "total_charge": 1, "homo_ev": -15.55}

Energies in kcal/mol, measured from the most stable structure: run A 15.7; run B 0.0.

Run A
{"formula": "C2H9N4O", "method": "ωB97M-V with the def2-TZVPD basis set", "elements": ["O", "N", "N", "N", "N", "C", "C", "H", "H", "H", "H", "H", "H", "H", "H", "H"], "positions_angstrom": [[2.239, -0.312, -0.531], [1.106, -0.831, -0.989], [-1.095, -0.502, 0.249], [-1.486, 1.790, -0.310], [-2.321, -1.066, -0.037], [-0.904, 0.809, 0.319], [2.460, -0.105, 0.797], [1.871, 0.884, 1.125], [-1.966, 1.584, -1.219], [3.478, 0.262, 0.926], [-1.071, 2.745, -0.188], [-0.200, -0.936, 0.064], [-2.638, -1.879, 0.445], [1.278, -0.968, -2.046], [-3.103, -0.503, -0.133], [2.352, -0.972, 1.530]], "orbital_gap_ev": [7.407, 9.228], "total_charge": 1, "homo_ev": [-13.16, -13.34]}

Run B
{"formula": "C2H9N4O", "method": "ωB97M-V with the def2-TZVPD basis set", "elements": ["O", "N", "N", "N", "N", "C", "C", "H", "H", "H", "H", "H", "H", "H", "H", "H"], "positions_angstrom": [[-1.466, 1.656, -1.078], [1.263, 1.018, -0.737], [2.193, -1.168, 0.400], [0.771, -1.017, 0.484], [-0.988, 0.542, -0.372], [-1.914, -0.111, 0.544], [0.261, 0.330, -0.256], [1.134, 2.100, -1.025], [2.586, -1.627, -0.385], [-2.298, 1.879, -0.606], [2.245, -1.861, 1.240], [-2.499, 0.670, 1.016], [-2.549, -0.732, 0.003], [-1.226, -0.505, 1.205], [0.264, -1.848, 0.091], [2.223, 0.675, -0.524]], "orbital_gap_ev": 11.355, "total_charge": 1, "homo_ev": -14.39, "smiles": "C/[N+](O)=C(/N)NN"}

Energies in kcal/mol, measured from the most stable structure: run A 80.8; run B 0.0.

Run A
{"formula": "C3H4N2O2S", "method": "ωB97M-V with the def2-TZVPD basis set", "elements": ["S", "O", "O", "N", "N", "C", "C", "C", "H", "H", "H", "H"], "positions_angstrom": [[2.414, -0.861, -0.055], [0.769, 1.930, 0.022], [-2.806, -0.831, -0.012], [-0.487, -1.277, 0.009], [-1.146, 0.767, 0.020], [-1.631, -0.493, 0.001], [0.211, 0.779, -0.194], [0.683, -0.495, -0.298], [2.593, -0.841, 1.260], [-1.761, 1.582, -0.027], [1.716, 1.941, -0.305], [-0.553, -2.201, -0.420]], "orbital_gap_ev": 8.726, "homo_ev": -8.34, "smiles": "O=c1[nH]c(O)c(S)[nH]1"}

Run B
{"formula": "C3H4N2O2S", "method": "ωB97M-V with the def2-TZVPD basis set", "elements": ["S", "O", "O", "N", "N", "C", "C", "C", "H", "H", "H", "H"], "positions_angstrom": [[3.151, -0.462, -0.069], [-1.745, -2.127, -0.131], [-1.232, 2.104, -0.319], [-0.980, -0.191, 0.653], [0.834, 1.180, -0.066], [-0.561, 1.123, 0.012], [1.499, -0.160, 0.183], [-0.941, -1.330, -0.451], [-2.052, -0.171, 1.008], [0.803, -0.746, 0.734], [-0.154, -1.229, -1.385], [1.379, 2.009, -0.169]], "orbital_gap_ev": 8.456, "homo_ev": -9.40, "smiles": "O=CNC(=O)NC=S"}

Run C
{"formula": "C3H4N2O2S", "method": "ωB97M-V with the def2-TZVPD basis set", "elements": ["S", "O", "O", "N", "N", "C", "C", "C", "H", "H", "H", "H"], "positions_angstrom": [[-0.249, -2.285, 2.203], [-0.466, 1.077, 0.251], [-0.213, 2.444, -1.607], [-0.606, -0.658, 1.712], [0.469, -0.818, -0.405], [-0.206, -0.234, 0.609], [0.008, 1.241, -1.031], [0.608, 0.104, -1.481], [-0.488, 3.072, -0.864], [0.820, -1.730, -0.433], [-0.638, -2.126, 3.533], [0.961, -0.088, -2.487]], "orbital_gap_ev": 8.194, "homo_ev": -7.58, "smiles": "Oc1c[nH]/c(=N\\S)o1"}

Energies in kcal/mol, measured from the most stable structure: run A 0.0; run B 55.1; run C 35.5.

Run A
{"formula": "C6H12N3O", "method": "ωB97M-V with the def2-TZVPD basis set", "elements": ["O", "N", "N", "N", "C", "C", "C", "C", "C", "C", "H", "H", "H", "H", "H", "H", "H", "H", "H", "H", "H", "H"], "positions_angstrom": [[0.307, 2.099, 0.046], [1.729, 0.198, -0.036], [2.085, -1.029, -0.056], [2.447, 1.193, 0.066], [-3.417, -0.256, 0.379], [-2.430, 0.624, -0.376], [-1.029, 0.070, -0.278], [3.476, -1.406, 0.014], [1.705, 2.394, 0.084], [0.005, 0.843, -0.116], [1.928, 2.960, 0.998], [-2.702, 0.655, -1.434], [-4.408, 0.186, 0.328], [-3.465, -1.249, -0.062], [-0.928, -1.000, -0.363], [3.548, -2.468, 0.229], [3.961, -0.833, 0.806], [1.360, -1.720, -0.201], [-3.139, -0.348, 1.426], [-2.447, 1.644, 0.007], [3.985, -1.186, -0.927], [1.979, 3.011, -0.783]], "orbital_gap_ev": 9.705, "total_charge": 1, "homo_ev": -13.54}

Run B
{"formula": "C6H12N3O", "method": "ωB97M-V with the def2-TZVPD basis set", "elements": ["O", "N", "N", "N", "C", "C", "C", "C", "C", "C", "H", "H", "H", "H", "H", "H", "H", "H", "H", "H", "H", "H"], "positions_angstrom": [[2.340, 1.128, 0.695], [-3.361, 0.541, 0.118], [2.175, -2.494, 0.119], [-3.273, -0.780, -0.102], [0.182, 0.084, 0.031], [-2.032, -1.220, -0.114], [-1.204, -0.141, 0.146], [-2.169, 0.958, 0.399], [0.834, 2.198, -0.776], [0.938, 1.261, 0.545], [2.651, 0.238, 0.676], [1.615, -3.300, -0.113], [-4.158, -1.263, -0.055], [2.623, -2.621, 0.998], [2.931, -2.582, -0.574], [0.861, -0.695, -0.517], [-1.672, -2.213, -0.167], [-0.116, 2.730, -0.597], [0.391, 1.889, 1.252], [0.829, 1.464, -1.717], [-2.054, 1.945, 0.615], [1.670, 2.872, -0.862]], "orbital_gap_ev": 8.418, "total_charge": 1, "homo_ev": -14.09}

Run C
{"formula": "C6H12N3O", "method": "ωB97M-V with the def2-TZVPD basis set", "elements": ["O", "N", "N", "N", "C", "C", "C", "C", "C", "C", "H", "H", "H", "H", "H", "H", "H", "H", "H", "H", "H", "H"], "positions_angstrom": [[2.559, 0.374, -0.771], [-0.976, 0.757, 1.281], [-1.650, -1.144, 0.017], [2.869, -0.748, -0.577], [2.982, -1.826, -0.176], [-0.803, 0.945, -1.034], [-0.862, -0.634, 1.275], [-0.910, -0.569, -1.203], [-0.192, 1.373, 0.279], [0.710, 2.268, 0.519], [-1.951, -2.187, -0.016], [0.061, -1.070, -1.335], [1.402, 2.671, -0.137], [0.245, -0.986, 1.078], [-1.316, -0.934, -2.096], [-2.541, -0.456, 0.137], [1.043, 2.265, 1.556], [3.319, -2.850, -0.090], [-1.407, -1.105, 2.130], [-0.090, 1.141, -1.804], [-0.697, 1.208, 2.253], [-1.795, 1.505, -1.286]], "orbital_gap_ev": 9.563, "total_charge": 1, "homo_ev": -12.86}

Run D
{"formula": "C6H12N3O", "method": "ωB97M-V with the def2-TZVPD basis set", "elements": ["O", "N", "N", "N", "C", "C", "C", "C", "C", "C", "H", "H", "H", "H", "H", "H", "H", "H", "H", "H", "H", "H"], "positions_angstrom": [[-1.869, 2.561, 0.257], [-1.127, 0.257, -0.229], [-0.026, -0.085, -1.006], [1.831, 2.808, 0.106], [1.372, 0.441, -0.678], [1.386, 1.775, -0.258], [2.239, -0.400, 0.236], [-1.258, -0.355, 1.158], [-2.464, 0.012, -0.830], [-0.893, 1.919, 0.097], [-2.534, 0.447, -1.936], [-2.190, 0.061, 1.669], [-1.355, -1.507, 1.134], [2.936, -1.175, -0.254], [0.118, -1.042, -1.322], [2.906, 0.217, 0.765], [1.560, -0.854, 0.910], [1.795, 0.617, -1.675], [-2.592, -1.119, -0.858], [-0.347, -0.013, 1.908], [2.573, 3.525, 0.123], [-3.222, 0.479, -0.140]], "orbital_gap_ev": 9.015, "total_charge": 1, "homo_ev": -12.53}

Energies in kcal/mol, measured from the most stable structure: run A 19.2; run B 0.0; run C 51.2; run D 63.2.